Entry 1:
{
  "formula": "C8H18ClI2NO2PTl",
  "method": "the ωB97M-V functional and the def2-TZVPD basis",
  "species": ["I", "I", "Tl", "P", "C", "C", "H", "H", "H", "C", "H", "H", "H", "H", "H", "H", "C", "O", "Cl", "C", "N", "C", "C", "C", "O", "H", "H", "H", "H", "H", "H", "H", "H", "H"],
  "coordinates": [[2.660, 0.577, 0.023], [-1.867, -1.630, 0.960], [0.100, -0.735, -0.826], [1.475, -2.830, -0.013], [2.061, -3.221, 1.676], [0.395, -4.224, -0.505], [2.633, -2.603, -2.111], [3.287, -3.993, -1.168], [3.724, -2.298, -0.709], [2.935, -2.952, -1.109], [-0.060, -3.970, -1.478], [0.978, -5.153, -0.604], [2.557, -4.205, 1.712], [1.194, -3.224, 2.354], [-0.395, -4.345, 0.251], [2.772, -2.441, 1.984], [0.962, -0.496, 2.296], [0.759, 0.183, 3.199], [-0.030, -1.298, -3.244], [-2.495, 4.576, -0.079], [-1.676, 3.478, -0.564], [-1.123, 3.562, -1.895], [-1.393, 2.323, 0.081], [-1.851, 2.073, 1.474], [-0.699, 1.493, -0.555], [-2.541, 5.307, -0.882], [-2.054, 5.056, 0.799], [-3.514, 4.244, 0.141], [-0.033, 3.528, -1.861], [-1.480, 2.737, -2.513], [-1.418, 4.488, -2.364], [-2.330, 1.094, 1.587], [-0.993, 2.047, 2.153], [-2.540, 2.854, 1.789]],
  "e_homo_ev": [-15.67, -15.67],
  "relative_energy_ev": 0.000,
  "gap_ev": [4.5, 5.0],
  "total_charge": 2
}

=====

Entry 2:
{
  "formula": "C2H5OS",
  "method": "the ωB97M-V functional and the def2-TZVPD basis",
  "species": ["S", "H", "O", "C", "C", "H", "H", "H", "H"],
  "coordinates": [[1.788, 1.181, -2.249], [2.073, 0.819, -0.989], [-1.116, -2.064, 0.456], [-0.507, -1.072, 0.772], [-0.631, 0.299, 0.206], [0.176, -1.107, 1.656], [-0.211, 1.010, 0.916], [-1.643, 0.528, -0.116], [0.070, 0.406, -0.652]],
  "e_homo_ev": -2.78,
  "relative_energy_ev": 0.213,
  "gap_ev": 6.6,
  "total_charge": -1
}

=====

Entry 3:
{
  "formula": "C4H8N2O5S",
  "method": "the ωB97M-V functional and the def2-TZVPD basis",
  "species": ["C", "C", "C", "C", "N", "N", "O", "O", "O", "O", "O", "S", "H", "H", "H", "H", "H", "H", "H", "H"],
  "coordinates": [[1.466, -2.670, -0.131], [1.024, 0.744, 1.976], [-0.522, 1.503, 0.463], [-1.895, 1.897, -0.015], [0.821, -2.254, -1.269], [-0.319, 1.172, 1.670], [1.649, -3.910, -0.107], [1.849, -1.789, 0.669], [-1.292, -0.916, -1.331], [0.692, 0.051, -2.605], [-2.230, 1.461, -1.298], [0.208, -0.588, -1.295], [1.686, 1.605, 1.611], [1.109, 0.408, 2.986], [1.104, -0.245, 1.472], [0.551, -2.975, -1.908], [0.402, 1.602, -0.164], [-2.040, 3.059, -0.124], [-2.415, 1.430, 0.837], [-1.849, 0.415, -1.438]],
  "e_homo_ev": -0.87,
  "relative_energy_ev": 0.256,
  "gap_ev": 7.2,
  "total_charge": -2
}

=====

Entry 4:
{
  "formula": "C20H35N4O9Sr",
  "method": "the ωB97M-V functional and the def2-TZVPD basis",
  "species": ["Sr", "C", "C", "O", "H", "H", "H", "H", "H", "C", "C", "C", "O", "C", "C", "C", "O", "O", "O", "H", "H", "C", "O", "N", "C", "C", "H", "H", "H", "H", "H", "H", "H", "C", "O", "N", "C", "C", "H", "H", "H", "H", "H", "H", "H", "C", "O", "N", "C", "C", "H", "H", "H", "H", "H", "H", "H", "C", "O", "N", "C", "C", "H", "H", "H", "H", "H", "H", "H"],
  "coordinates": [[0.175, 0.216, 0.269], [3.014, -3.580, 0.965], [2.346, -2.471, 0.142], [0.982, -2.271, 0.408], [2.403, -4.489, 1.069], [3.328, -3.307, 1.969], [3.921, -3.846, 0.408], [2.537, -2.733, -0.907], [2.969, -1.589, 0.288], [3.233, 3.650, -0.340], [3.098, 5.081, -0.463], [1.650, 5.642, -0.708], [1.532, 6.876, -0.906], [0.549, 4.707, -0.755], [0.770, 3.442, -0.470], [2.133, 2.883, -0.298], [2.291, 1.601, -0.175], [-0.264, 2.554, -0.347], [4.007, 5.990, -0.275], [4.181, 3.174, -0.286], [-0.391, 5.130, -0.866], [-1.619, -2.413, 1.612], [-1.502, -1.268, 2.018], [-2.683, -3.192, 1.900], [-2.735, -4.570, 1.551], [-3.852, -2.491, 2.421], [-0.724, -2.921, 1.142], [-3.257, -5.076, 2.362], [-1.706, -4.952, 1.594], [-3.262, -4.737, 0.626], [-4.700, -2.379, 1.731], [-4.152, -2.990, 3.349], [-3.407, -1.544, 2.694], [0.302, 0.840, 3.836], [0.356, 0.670, 2.632], [0.867, -0.045, 4.749], [0.624, 0.040, 6.149], [1.535, -1.242, 4.269], [-0.207, 1.689, 4.322], [1.571, 0.098, 6.691], [0.012, -0.787, 6.565], [0.020, 0.941, 6.314], [1.052, -2.139, 4.683], [1.486, -1.323, 3.200], [2.570, -1.284, 4.575], [0.804, 0.022, -3.428], [0.083, 0.100, -2.440], [1.519, 1.039, -3.942], [1.434, 2.325, -3.275], [2.322, 0.859, -5.114], [0.953, -0.899, -4.030], [0.512, 2.487, -2.757], [1.525, 3.151, -3.966], [2.176, 2.488, -2.490], [2.258, -0.201, -5.357], [1.937, 1.478, -5.940], [3.352, 1.163, -4.898], [-3.042, -0.618, -1.327], [-2.487, -0.049, -0.412], [-3.388, -0.004, -2.507], [-4.090, -0.757, -3.546], [-2.819, 1.271, -2.822], [-3.347, -1.670, -1.301], [-4.346, -1.729, -3.115], [-3.401, -0.820, -4.416], [-4.990, -0.245, -3.901], [-2.326, 1.761, -1.978], [-2.095, 1.238, -3.624], [-3.594, 2.023, -3.124]],
  "e_homo_ev": -3.89,
  "gap_ev": 6.0,
  "total_charge": -1
}

=====

Entry 5:
{
  "formula": "C4H8O",
  "method": "the ωB97M-V functional and the def2-TZVPD basis",
  "species": ["C", "C", "C", "C", "O", "H", "H", "H", "H", "H", "H", "H", "H"],
  "coordinates": [[-1.525, 0.505, 0.297], [-0.234, 0.227, -0.484], [0.970, -1.981, -0.102], [0.918, 1.040, 0.043], [1.962, 0.580, 0.446], [-2.349, -0.072, -0.133], [-1.418, 0.213, 1.348], [-1.808, 1.568, 0.267], [-0.376, 0.507, -1.542], [1.920, -1.817, -0.647], [-0.076, -1.037, -0.509], [1.255, -1.877, 0.963], [0.762, 2.146, 0.054]],
  "e_homo_ev": [-8.49, -8.48],
  "relative_energy_ev": 5.250,
  "gap_ev": [8.3, 8.3]
}

=====

Entry 6:
{
  "formula": "C20H25F9N2O3S2",
  "method": "the ωB97M-V functional and the def2-TZVPD basis",
  "species": ["C", "C", "C", "C", "C", "C", "C", "C", "C", "S", "C", "C", "C", "O", "N", "C", "C", "C", "F", "F", "C", "F", "F", "S", "F", "F", "F", "F", "F", "C", "O", "H", "H", "H", "H", "H", "H", "H", "H", "H", "H", "H", "H", "H", "H", "H", "H", "H", "H", "C", "O", "N", "C", "C", "H", "H", "H", "H", "H", "H", "H"],
  "coordinates": [[-0.853, 0.476, -5.762], [-1.503, -1.003, -5.913], [-0.512, -2.179, -5.418], [-1.045, -2.895, -4.054], [-0.369, -2.277, -2.736], [-1.355, -1.463, -1.785], [-2.854, -1.151, -2.077], [-3.729, -0.333, -1.058], [-3.067, 0.217, 0.259], [-4.050, 1.203, 1.491], [-1.585, -0.076, 0.584], [-0.792, -0.926, -0.448], [0.637, -1.059, 0.235], [1.500, -1.832, -0.239], [0.632, -0.205, 1.417], [1.864, 0.569, 1.744], [1.779, 2.056, 1.144], [3.213, 2.633, 0.642], [3.322, 3.914, 1.312], [4.314, 1.879, 1.133], [3.266, 2.972, -0.918], [2.048, 3.542, -1.393], [4.244, 4.011, -1.082], [3.747, 1.587, -2.066], [3.222, 0.381, -1.049], [2.182, 1.596, -2.731], [4.139, 2.728, -3.257], [5.320, 1.525, -1.540], [4.131, 0.403, -3.182], [-0.662, 0.337, 1.819], [-0.979, 0.974, 2.850], [-0.832, 1.005, -6.785], [0.222, 0.421, -5.362], [-1.508, 1.110, -5.059], [-2.520, -1.097, -5.400], [-1.655, -1.165, -7.042], [0.561, -1.781, -5.282], [-0.502, -3.006, -6.224], [-0.704, -3.993, -4.143], [-2.184, -2.917, -4.051], [0.210, -3.055, -2.113], [0.438, -1.534, -3.105], [-3.350, -1.506, -3.034], [-4.840, -0.134, -1.267], [-3.867, 2.524, 1.109], [1.930, 0.594, 2.898], [2.754, -0.048, 1.394], [0.994, 2.066, 0.317], [1.378, 2.737, 1.980], [-1.494, -1.994, 6.394], [-1.687, -2.985, 7.072], [-1.103, -0.777, 6.870], [-0.893, 0.360, 5.997], [-0.892, -0.617, 8.296], [-1.626, -2.007, 5.300], [0.143, 0.695, 6.093], [-1.568, 1.166, 6.294], [-1.088, 0.095, 4.956], [-0.119, -1.316, 8.624], [-1.820, -0.848, 8.824], [-0.584, 0.404, 8.524]],
  "e_homo_ev": -9.10,
  "smiles": "CCCCCc1ccc(S)c2c1C(=O)N(CCC(F)(F)C(F)(F)S(F)(F)(F)(F)F)C2=O.CN(C)C=O",
  "gap_ev": 7.6
}

=====

E_tot: -56862.076 -15038.360 -28329.274 -46534.603 -6319.918 -76387.581 (eV)
Strongest force on any atom: 3.84 0.85 2.87 5.85 1.17 4.86 (eV/Å)